Entry from OMol25: B2H3IO2 in the gas phase (ωB97M-V/def2-TZVPD).

Each line ends with the Löwdin charge.
Cartesian coordinates (Å):
1 O -0.276 1.570 0.709  0.124
2 B -0.293 0.494 -0.154  -0.742
3 O -0.603 0.754 -1.460  0.153
4 B -0.067 -1.091 0.421  -0.554
5 I 1.898 -1.661 0.938  0.837
6 H 0.582 1.793 1.075  0.100
7 H -0.348 0.071 -2.084  0.098
8 H -0.893 -1.931 0.554  -0.017

Calculated values
- E_HOMO (eV) = -9.5
- SMILES = OB(O)BI
- lowest unoccupied orbital energy (hartree) = -0.01576